(a)
A 2-piece molecular cluster, C2H5F2NOS overall, computed with ωB97M-V with the def2-TZVPD basis set.

Last column: natural (NBO) charge in e.
Cartesian coordinates (Å):
C  1.74  0.54  1.00  -0.73
C  0.97  0.16  -0.24  0.67
N  -2.14  -1.08  -0.59  -1.05
O  -2.38  1.49  -0.30  -0.88
F  1.32  0.76  -1.37  -0.34
F  0.93  -1.20  -0.56  -0.38
S  -1.72  0.35  0.27  1.19
H  2.69  0.87  0.70  0.24
H  1.03  1.18  1.56  0.24
H  1.76  -0.32  1.56  0.23
H  -1.46  -1.76  -0.56  0.39
H  -2.72  -0.97  -1.46  0.41

Calculated values
* frontier orbital gap (alpha / beta): 8.4 / 8.2 eV

=====

(b)
A 2-piece molecular cluster, C2H5F2NOS overall, computed with ωB97M-V with the def2-TZVPD basis set.

Last column: natural (NBO) charge in e.
Cartesian coordinates (Å):
C  1.66  -0.99  1.76  -0.67
C  0.94  -0.24  0.65  0.57
N  -2.88  0.77  -1.50  -0.98
O  -2.01  1.93  -3.56  -0.87
F  0.32  -1.10  -0.20  -0.35
F  1.82  0.45  -0.12  -0.35
S  -1.71  1.11  -2.40  1.47
H  2.23  -0.28  2.35  0.23
H  0.93  -1.48  2.39  0.23
H  2.32  -1.72  1.32  0.23
H  0.19  0.48  1.01  0.13
H  -3.82  1.09  -1.70  0.39

Calculated values
* frontier orbital gap: 10.7 eV

=====

The most stable arrangement is (b), and the next structure is 220.6 kJ/mol less stable.

=====

(a)
A single C4H6N4 molecule, computed with ωB97M-V with the def2-TZVPD basis set.

Last column: natural (NBO) charge in e.
Cartesian coordinates (Å):
C  -1.86  0.93  0.15  -0.68
C  -1.13  -0.40  -0.15  0.45
C  2.17  0.67  -0.12  -0.08
C  2.41  -0.74  0.05  -0.09
H  -1.17  1.77  -0.06  0.26
H  -2.75  0.88  -0.45  0.23
H  -2.03  0.88  1.18  0.23
H  -2.61  -1.55  -0.20  0.34
H  2.99  1.33  -0.23  0.22
H  3.19  -1.37  0.35  0.22
N  -1.59  -1.52  -0.18  -0.60
N  0.29  -0.37  -0.18  -0.08
N  0.86  0.88  -0.24  -0.24
N  1.23  -1.38  0.09  -0.19

Calculated values
* SMILES: [H]/N=C(\C)n1nccn1
* frontier orbital gap: 10.5 eV

=====

(b)
C4H6N4 as an isolated structure, computed with ωB97M-V with the def2-TZVPD basis set.

Last column: natural (NBO) charge in e.
Cartesian coordinates (Å):
C  -1.61  -0.70  -0.50  -0.31
C  -1.91  0.08  0.64  -0.27
C  1.60  1.14  -0.03  -0.08
C  2.67  0.09  -0.04  -0.08
H  -2.47  -0.73  -1.50  0.20
H  -0.89  -1.58  -0.32  0.29
H  -3.05  0.79  0.43  0.22
H  -1.70  -0.30  1.90  0.26
H  1.31  2.13  -0.24  0.23
H  3.69  0.30  0.18  0.22
N  -0.92  0.61  -0.41  -0.26
N  0.39  0.30  -0.20  -0.05
N  2.11  -1.07  0.02  -0.23
N  0.78  -1.06  0.08  -0.13

Calculated values
* frontier orbital gap: 10.0 eV

=====

The most stable arrangement is (a), and the next structure is 543.6 kJ/mol less stable.